Formula: C23H52OP4Pt
Source: the OMol25 dataset
Level of theory: wB97M-V/def2-TZVPD

The geometry in XYZ format:
```
81
Properties=species:S:1:pos:R:3:lowdin_charge:R:1
Pt 0.06 0.21 0.20 0.562
P 0.51 1.88 1.51 0.612
P -2.45 0.14 0.62 0.844
P 1.78 0.09 -1.41 0.736
H -2.65 -0.52 -2.47 0.040
C -1.78 -1.13 -2.74 -0.057
C -1.49 -2.28 -2.11 -0.050
H -2.02 -2.58 -1.21 0.033
C -0.45 3.39 1.24 -0.189
C -0.03 1.44 3.17 -0.216
C 2.30 2.10 1.65 -0.199
C -3.80 -0.86 -0.18 -0.202
C -2.71 -0.52 2.32 -0.222
C -3.38 1.73 0.82 -0.216
C 1.63 -1.15 -2.73 -0.194
C 3.30 -0.49 -0.58 -0.207
C 2.40 1.66 -2.14 -0.180
H -1.15 -0.70 -3.53 0.063
H -0.63 -2.86 -2.39 0.052
H -0.21 3.86 0.29 0.015
H -0.19 4.08 2.04 0.100
H -1.51 3.17 1.29 0.025
H 0.63 2.02 3.82 0.086
H 0.09 0.37 3.39 0.029
H -1.06 1.76 3.32 0.067
H 2.41 2.92 2.37 0.086
H 2.77 2.39 0.70 0.043
H 2.75 1.20 2.06 0.060
H -4.77 -0.46 0.14 0.087
H -3.73 -1.91 0.15 0.049
H -3.78 -0.85 -1.27 0.030
H -3.56 0.00 2.78 0.094
H -1.84 -0.36 2.96 0.016
H -2.93 -1.59 2.27 0.048
H -4.46 1.55 0.70 0.084
H -3.07 2.45 0.05 0.041
H -3.22 2.16 1.82 0.061
H 2.48 -1.06 -3.41 0.092
H 0.70 -1.06 -3.29 0.024
H 1.65 -2.14 -2.26 0.039
H 4.12 -0.41 -1.32 0.098
H 3.20 -1.54 -0.28 0.036
H 3.54 0.13 0.28 0.042
H 3.29 1.46 -2.75 0.098
H 2.67 2.38 -1.36 0.058
H 1.64 2.11 -2.77 0.008
C -0.62 3.23 -2.44 -0.269
C -0.77 4.46 -1.80 0.028
C -0.42 5.64 -2.43 0.040
C -0.05 5.66 -3.78 0.100
C 0.13 4.42 -4.40 0.055
C -0.14 3.21 -3.76 0.027
O -1.02 2.12 -1.74 -0.064
H -0.23 1.63 -1.15 0.011
H -1.30 4.46 -0.83 0.125
H -0.57 6.57 -1.90 0.146
H 0.10 6.62 -4.30 0.169
H 0.48 4.43 -5.45 0.161
H -0.05 2.27 -4.29 0.141
C -1.69 -4.11 1.44 -0.095
C -0.63 -3.26 2.16 -0.357
P 0.50 -2.19 1.19 0.981
C 1.87 -1.87 2.41 -0.373
C 2.38 -3.00 3.27 -0.082
C 1.14 -3.46 0.02 -0.367
C 1.61 -4.84 0.52 -0.075
H -2.36 -3.52 0.81 0.044
H -2.32 -4.62 2.20 0.115
H -1.24 -4.90 0.81 0.089
H -1.13 -2.63 2.91 0.074
H 0.02 -3.95 2.74 0.096
H 2.68 -1.41 1.83 0.055
H 1.49 -1.05 3.03 0.057
H 2.78 -3.82 2.69 0.069
H 3.18 -2.61 3.90 0.109
H 1.60 -3.38 3.94 0.089
H 0.32 -3.63 -0.69 0.061
H 1.96 -3.02 -0.55 0.042
H 0.93 -5.30 1.24 0.081
H 1.67 -5.52 -0.33 0.110
H 2.60 -4.82 0.97 0.080
```

Its net charge is +4. The multiplicity is 5. The expectation value of S² is 6.02. The value obtained for the total energy is -67099.61587 eV. The LUMO energy (spin up / spin down) comes out at -10.9 / -15.7 eV. The energy above the lowest of the compared OMol25 structures with the same formula, charge and spin comes out at 1.121 eV. For the highest occupied orbital energy (spin up / spin down), the calculation gives -19.36 / -20.71 eV. The calculation puts the largest force on an atom at 3.6 eV/Å.